i | {"formula": "C3H3F3O", "method": "ωB97M-V/def2-TZVPD", "elements": ["C", "C", "C", "O", "F", "F", "F", "H", "H", "H"], "positions_angstrom": [[-0.657, -0.868, -0.202], [-1.429, 0.155, 0.108], [2.692, -0.275, -0.504], [-1.073, 1.441, 0.154], [-2.727, -0.031, 0.438], [3.169, -0.809, 0.587], [2.557, 0.996, -0.239], [0.375, -0.730, -0.480], [-1.058, -1.861, -0.194], [-1.852, 1.982, 0.331]], "mulliken_charge": [-0.5177, 0.6055, 0.1061, -0.4347, -0.2541, -0.0934, -0.0723, 0.0630, 0.2672, 0.3304], "spin_multiplicity": 1, "lumo_energy_ev": 0.045, "mol_weight_da": 112.05, "gap_ev": 9.38}



ii | {"formula": "C3H3F3O", "method": "ωB97M-V/def2-TZVPD", "elements": ["O", "C", "C", "F", "H", "F", "C", "F", "H", "H"], "positions_angstrom": [[-0.738, -0.216, -2.513], [-1.137, 0.436, -1.640], [-1.671, 0.951, -0.556], [-2.362, 2.132, -0.347], [-1.712, 0.559, 0.424], [1.951, 0.378, 0.577], [1.556, -0.855, 0.895], [0.297, -0.761, 1.441], [2.103, -1.128, 1.726], [1.714, -1.496, -0.007]], "mulliken_charge": [-0.3307, 0.6143, -0.3155, -0.2435, 0.2753, -0.2211, 0.1032, -0.2358, 0.1719, 0.1817], "spin_multiplicity": 1, "lumo_energy_ev": -0.204, "smiles": "O=C=CF.FCF", "mol_weight_da": 112.05, "gap_ev": 9.07}



Quick one: least stable of them? i



i | {"formula": "C3H3F3O", "method": "ωB97M-V/def2-TZVPD", "elements": ["C", "C", "C", "O", "F", "F", "F", "H", "H", "H"], "positions_angstrom": [[-1.428, 0.405, 0.240], [-2.311, 0.018, -0.580], [1.403, -0.286, 0.439], [1.568, 0.467, -0.632], [-3.538, -0.040, -1.014], [1.355, -1.628, 0.247], [2.447, -0.121, 1.266], [-1.537, 1.078, 1.019], [-0.199, 0.074, 0.338], [2.241, 0.033, -1.322]], "mulliken_charge": [-0.5749, 0.2949, 0.5171, -0.4371, -0.1745, -0.2221, -0.2362, 0.3283, 0.1708, 0.3336], "spin_multiplicity": 1, "lumo_energy_ev": [-1.440, -0.135], "mol_weight_da": 112.05, "gap_ev": [7.13, 9.43]}



ii | {"formula": "C3H3F3O", "method": "ωB97M-V/def2-TZVPD", "elements": ["C", "C", "C", "O", "F", "F", "F", "H", "H", "H"], "positions_angstrom": [[1.462, 0.419, -0.346], [1.316, 3.555, -1.968], [0.730, 0.543, 0.905], [1.398, 1.001, -1.369], [2.355, -0.684, -0.243], [1.579, 3.744, -0.722], [0.039, 3.604, -2.074], [0.237, 1.530, 1.075], [1.383, 0.482, 1.772], [0.035, -0.190, 0.714]], "mulliken_charge": [0.6087, 0.1313, -0.7931, -0.4174, -0.2527, -0.0739, -0.0722, 0.2760, 0.3254, 0.2679], "spin_multiplicity": 1, "lumo_energy_ev": 0.698, "mol_weight_da": 112.05, "gap_ev": 11.33}



Quick one: least stable of them? i



i | {"formula": "C4H2N2OS", "method": "ωB97M-V/def2-TZVPD", "elements": ["O", "C", "C", "N", "C", "S", "N", "C", "H", "H"], "positions_angstrom": [[-2.367, -0.053, -0.115], [-1.207, -0.077, -0.168], [-0.566, 1.191, 0.053], [0.705, 1.281, 0.183], [1.607, 0.049, 0.212], [3.162, 0.040, -0.163], [0.900, -1.156, 0.270], [-0.379, -1.162, -0.021], [-1.222, 2.006, -0.144], [-0.633, -2.121, -0.106]], "mulliken_charge": [-0.4420, 0.5878, 0.0149, -0.4554, 0.2409, -0.1865, -0.4224, -0.3079, 0.4021, 0.5685], "spin_multiplicity": 1, "lumo_energy_ev": -2.619, "smiles": "O=C1C=NC(=S)N=C1", "mol_weight_da": 126.14, "gap_ev": 7.01}



ii | {"formula": "C4H2N2OS", "method": "ωB97M-V/def2-TZVPD", "elements": ["C", "C", "C", "C", "H", "H", "N", "N", "O", "S"], "positions_angstrom": [[-1.563, 0.276, -0.242], [0.449, -0.035, 0.033], [1.798, -0.260, -0.109], [3.063, -0.364, -0.104], [-3.111, -1.438, 1.188], [4.295, -0.163, -0.378], [-1.161, 1.543, -0.006], [-0.684, -0.683, -0.172], [0.309, 1.274, -0.042], [-3.396, -0.150, -0.168]], "mulliken_charge": [0.3771, 0.7104, -0.2134, -0.1800, 0.1742, 0.3261, -0.2969, -0.4984, -0.1550, -0.2439], "spin_multiplicity": 1, "lumo_energy_ev": -0.955, "mol_weight_da": 126.14, "gap_ev": 8.80}



Quick one: least stable of them? ii